C11H35N12NaO10 as an isolated structure, computed with ωB97M-V/def2-TZVPD.

Element x y z (Å)
Na: 0.7863 -2.9664 -0.7931
N: 0.7346 0.2675 0.1446
O: 1.4013 -0.6096 -0.3579
O: 0.0369 0.9002 -0.6845
O: 0.7647 0.3479 1.3567
C: -1.3424 -1.4275 -2.9930
O: -1.3098 -2.0464 -1.7863
C: -2.2408 -1.7357 -0.8381
C: -2.1463 -2.8024 0.2942
N: -0.9769 -2.5567 1.0780
C: -0.6349 -3.7567 1.8802
C: -1.6805 -4.0474 3.0188
O: -1.8858 -2.9637 3.8932
C: -2.3416 -3.3354 5.2285
H: -0.7196 -1.9436 -3.7236
H: -1.0858 -0.3698 -3.0527
H: -2.3123 -1.3973 -3.4895
H: -3.2224 -1.8961 -1.2839
H: -2.2149 -0.7288 -0.4214
H: -2.3137 -3.7768 -0.1647
H: -2.9962 -2.6002 0.9460
H: -1.2707 -1.7462 1.6041
H: 0.3359 -3.4946 2.3008
H: -0.4095 -4.6913 1.3666
H: -1.1038 -4.7933 3.5657
H: -2.5704 -4.4467 2.5322
H: -3.3657 -3.7078 5.2554
H: -2.2279 -2.4124 5.7971
H: -1.7785 -4.1266 5.7236
C: -1.6031 3.5638 1.1824
O: -1.8978 4.6473 1.5458
N: -1.6855 3.3234 -0.0846
N: -1.0770 2.6415 1.9556
H: -1.9794 4.0282 -0.7456
H: -1.4865 2.3879 -0.4091
H: -1.0461 1.7122 1.5613
H: -1.2589 2.7638 2.9415
C: 1.9345 0.2423 -4.1962
O: 2.1197 0.5303 -5.3891
N: 2.0065 -0.9191 -3.7329
N: 1.6286 0.9977 -3.2140
H: 2.2147 -1.6583 -4.3889
H: 2.4740 -0.8258 -2.8425
H: 1.1126 1.8380 -3.4326
H: 1.4964 0.4715 -2.3621
C: -1.1228 3.5145 -3.5785
O: -1.7362 3.9231 -4.5449
N: -0.9820 2.2674 -3.3622
N: -0.4375 4.2771 -2.7726
H: -0.5923 1.8506 -2.5288
H: -1.5042 1.8551 -4.1220
H: -0.4486 5.2706 -2.9543
H: -0.0811 3.9671 -1.8798
C: 2.3196 4.0984 -0.6580
O: 1.3177 4.7685 -0.5549
N: 3.0257 4.0987 -1.7491
N: 2.7284 3.1692 0.1835
H: 2.7773 4.7849 -2.4474
H: 3.7009 3.3595 -1.8828
H: 1.9814 2.6027 0.5590
H: 3.6343 2.8127 -0.0856
C: 2.7458 -1.9382 3.9164
O: 3.0773 -2.6071 4.9156
N: 1.8961 -0.9655 3.8521
N: 3.2017 -2.1209 2.7187
H: 1.3709 -1.0570 4.7099
H: 1.7754 -0.3462 3.0634
H: 3.6513 -2.9690 2.4044
H: 2.8392 -1.4970 2.0120

Calculated values
Total energy in eV: -54744.415
Lowest unoccupied orbital energy in eV: -1.78
HOMO energy in eV: -9.0
F_max in eV Å⁻¹: 9.11
Frontier orbital gap in Eh: 0.26359
Total charge: 0



A 6-piece molecular cluster, C11H35O9P2S5 overall, computed with ωB97M-V/def2-TZVPD.

Element x y z (Å)
O: -3.0649 -3.9416 2.4942
P: -1.7238 -3.7943 1.8319
C: -1.5371 -4.8141 0.4061
P: -0.6699 -4.0252 -0.8551
O: 0.2078 -2.8860 -0.5021
O: -1.6750 -3.5248 -2.0294
O: 0.2462 -5.1497 -1.5844
H: -1.5048 -2.4411 1.5063
H: -0.7109 -4.1472 2.7200
H: -2.5680 -5.0280 0.1155
H: -2.3790 -4.1625 -2.1634
H: -0.0121 -6.0018 -1.2210
C: 1.6732 -1.8015 5.4795
S: 1.1639 -3.4768 5.8917
O: 0.4403 -3.9971 4.7123
C: -0.0877 -2.9985 7.0923
H: 2.4245 -1.8733 4.6962
H: 0.8113 -1.2441 5.1129
H: 2.1007 -1.3221 6.3611
H: -0.8219 -2.3543 6.6089
H: 0.3869 -2.4876 7.9310
H: -0.5709 -3.9087 7.4400
C: 0.3142 0.9692 -4.0174
S: -0.1985 0.0526 -2.5502
O: -0.4984 1.0859 -1.5097
C: 1.4168 -0.6120 -2.1959
H: -0.5499 1.5146 -4.3954
H: 1.1074 1.6682 -3.7493
H: 0.6640 0.2662 -4.7733
H: 2.1101 0.2165 -2.0656
H: 1.7299 -1.2621 -3.0129
H: 1.3371 -1.2013 -1.2837
C: 5.2323 3.3189 -1.0387
S: 4.8989 1.6409 -0.4871
O: 4.1039 0.9980 -1.5625
C: 3.7030 2.0650 0.7759
H: 5.9197 3.2576 -1.8797
H: 4.2994 3.7864 -1.3528
H: 5.6892 3.8852 -0.2271
H: 2.8668 2.5932 0.3217
H: 4.1736 2.6850 1.5395
H: 3.3508 1.1373 1.2222
C: 0.7353 4.6401 -0.6268
S: 0.8014 5.9119 0.6418
O: 2.0348 5.6701 1.4389
C: -0.5764 5.2757 1.6023
H: 1.5538 4.8224 -1.3205
H: 0.8435 3.6558 -0.1721
H: -0.2141 4.7040 -1.1571
H: -0.3627 4.2516 1.9067
H: -1.4841 5.3147 1.0008
H: -0.6880 5.9096 2.4794
C: -3.8041 0.3312 -4.4191
S: -4.3199 -1.2562 -3.7525
O: -5.2361 -1.8780 -4.7487
C: -5.3480 -0.5766 -2.4473
H: -3.1715 0.1341 -5.2821
H: -4.6822 0.9025 -4.7229
H: -3.2346 0.8671 -3.6587
H: -6.1206 0.0566 -2.8849
H: -4.7218 -0.0097 -1.7587
H: -5.8037 -1.4121 -1.9211

Calculated values
Total energy in eV: -103155.789
Lowest unoccupied orbital energy in eV: 2.01
HOMO energy in eV: -4.0
F_max in eV Å⁻¹: 1.27
Frontier orbital gap in Eh: 0.22184
Total charge: -1



C11H36AsF6N8O7 as an isolated structure, computed with ωB97M-V/def2-TZVPD.

Element x y z (Å)
As: -0.0644 0.2923 -0.2774
F: 0.4613 1.7026 -1.1262
F: 0.9390 0.8034 1.1328
F: -0.6035 -1.0746 0.6880
F: -0.9337 -0.0557 -1.7611
F: 1.3287 -0.6979 -0.8957
F: -1.4851 1.2997 0.3768
C: 0.0668 3.3621 -4.1268
O: -0.6560 2.1879 -3.9423
H: 1.1023 3.2974 -3.7929
H: 0.0102 3.6679 -5.1715
H: -0.3357 4.2095 -3.5719
H: -0.2854 1.7269 -3.1862
C: -0.2464 -1.6145 4.0233
O: -0.4513 -0.8317 4.9401
N: -1.0074 -2.6721 3.7425
N: 0.7271 -1.5511 3.1364
H: -0.5692 -3.3623 3.1495
H: -1.9190 -2.8971 4.1145
H: 1.0429 -2.3179 2.5599
H: 1.0708 -0.6132 2.9870
C: 0.6846 -4.1324 0.7920
O: 1.0306 -3.9159 1.9452
N: 0.6885 -5.3031 0.3333
N: 0.4675 -3.3686 -0.2339
H: 1.0858 -6.0107 0.9345
H: 0.5403 -5.4845 -0.6492
H: -0.0095 -3.7161 -1.0536
H: 0.3434 -2.4180 0.0840
C: 4.4064 2.1384 -1.1197
O: 5.6457 2.1347 -1.1853
N: 3.6908 1.3268 -0.4968
N: 3.7490 2.9447 -1.9047
H: 2.6998 1.4225 -0.6671
H: 4.0905 0.5452 0.0026
H: 2.7571 2.7994 -2.0274
H: 4.2610 3.3686 -2.6651
C: 2.0762 -2.7817 -3.7569
O: 1.2347 -3.5670 -3.2662
N: 2.5390 -1.6963 -3.2604
N: 2.5776 -3.0173 -4.9138
H: 2.3994 -1.3756 -2.3129
H: 3.0460 -1.1491 -3.9413
H: 3.4265 -2.6635 -5.3314
H: 2.0595 -3.8296 -5.2168
C: -5.4816 0.6679 -0.5134
C: -5.1018 -0.2730 0.6159
C: -4.1254 -1.3554 0.0918
O: -4.3206 0.4239 1.5448
H: -4.6828 0.9481 -1.2000
H: -6.0472 1.5580 -0.2380
H: -6.0911 0.2227 -1.2998
H: -5.9777 -0.7261 1.0801
H: -4.5151 -1.8918 -0.7734
H: -3.9998 -2.1564 0.8203
H: -3.1074 -1.0812 -0.1851
H: -3.4248 0.3631 1.2049
C: -0.5473 2.1238 3.6584
C: 0.0208 3.5079 3.1398
C: 1.4618 3.5202 2.6739
O: -0.7153 3.8493 2.0613
H: -0.2135 1.2960 3.0327
H: -1.6199 2.1457 3.4653
H: -0.1541 1.8357 4.6333
H: -0.0809 4.3045 3.8767
H: 1.8848 4.2176 1.9509
H: 1.6224 2.5158 2.2819
H: 2.0575 3.7136 3.5660
H: -0.5232 3.1576 1.4240

Calculated values
Total energy in eV: -115394.434
Lowest unoccupied orbital energy in eV: 2.19
HOMO energy in eV: -6.3
F_max in eV Å⁻¹: 8.56
Frontier orbital gap in Eh: 0.31197
Total charge: -1



C11H36BBeBr2F8MgN3O7P3 as an isolated structure, computed with ωB97M-V/def2-TZVPD.

Element x y z (Å)
N: 3.2309 5.1787 0.0128
P: 3.3178 4.2103 -1.2854
P: 1.8989 2.4113 -1.0395
O: 0.8841 1.0952 -0.7672
C: 3.0372 1.4049 -2.0876
B: 4.2914 0.8655 -1.2816
O: 5.4608 0.5884 -2.0269
O: 4.3620 0.6333 0.0439
H: 2.5634 4.7958 0.6771
H: 4.6745 3.8024 -1.4098
H: 2.9728 4.9134 -2.4693
H: 1.9972 2.5697 0.3602
H: 0.8470 3.1178 -1.7250
H: -0.0491 1.3005 -0.9728
H: 3.4060 2.0326 -2.9152
H: 2.4560 0.5905 -2.5286
H: 5.4033 1.0867 -2.8535
H: 3.5737 0.2024 0.4056
Be: 4.3858 6.5483 1.3313
F: -0.1728 4.2823 -2.1948
C: -2.7497 1.2339 2.3462
C: -2.5590 1.3726 0.8672
O: -1.5642 1.9354 0.4024
N: -3.5002 0.8499 0.0505
C: -4.7188 0.1499 0.4245
H: -1.9107 1.6946 2.8561
H: -3.6695 1.7209 2.6754
H: -2.7724 0.1742 2.5984
H: -3.3026 0.9751 -0.9292
H: -4.6995 -0.8533 -0.0015
H: -5.5784 0.6866 0.0200
H: -4.8198 0.0757 1.5009
C: -0.0205 -1.7495 3.9074
O: -0.9008 -0.8866 3.1776
H: -0.5706 -2.2590 4.6968
H: 0.4032 -2.4949 3.2317
H: 0.7826 -1.1595 4.3589
H: -0.3715 -0.4659 2.4944
Br: -0.9623 3.0304 -5.0336
C: -1.5972 4.5807 -5.9474
C: -1.8105 5.4051 -4.7182
Br: -3.4078 4.8928 -3.7138
H: -2.4673 4.3887 -6.5715
H: -0.8144 4.9671 -6.5970
H: -1.9440 6.4723 -4.9194
H: -0.9583 5.2411 -4.0530
F: 6.2371 2.1618 -1.2722
C: -2.0121 -5.0276 5.6338
O: -1.8625 -3.8572 5.3326
N: -1.1219 -5.9539 5.2462
C: -1.2320 -7.3589 5.5699
C: -0.0045 -5.4524 4.4505
H: -2.8613 -5.4095 6.2239
H: -0.3540 -7.6725 6.1380
H: -1.2885 -7.9425 4.6487
H: -2.1251 -7.5449 6.1642
H: 0.5363 -4.7028 5.0275
H: -0.3995 -4.9739 3.5553
H: 0.6710 -6.2527 4.1667
C: -2.8969 -0.1129 -7.2325
O: -2.7734 1.3062 -7.3436
H: -3.1912 -0.5034 -8.2021
H: -1.9413 -0.5565 -6.9438
H: -3.6605 -0.3729 -6.4961
H: -2.5127 1.6449 -6.4836
Mg: -1.0969 5.7502 -2.1687
F: 3.0443 -4.2075 0.2911
P: 3.1241 -4.1119 1.9458
F: 2.6617 -5.3171 2.9790
F: 4.4031 -5.0938 1.5897
F: 4.0333 -3.5739 3.2172
F: 1.4640 -4.0125 1.8496
F: 3.1024 -2.4604 1.7154

Calculated values
Total energy in eV: -226994.608
Lowest unoccupied orbital energy in eV: -7.97
HOMO energy in eV: -9.3
F_max in eV Å⁻¹: 3.68
Frontier orbital gap in Eh: 0.04961
Total charge: +1